C42H95F9O36S10 | ωB97M-V with the def2-TZVPD basis set

Structure (XYZ):
```
192
Properties=species:S:1:pos:R:3:forces:R:3:lowdin_charge:R:1
O -3.678339 -4.408669 -2.736773 1.2 0.1 0.5 -0.284
S -2.442786 -4.086055 -2.058752 1.5 -0.6 -0.6 0.663
O -2.387242 -2.919717 -1.205495 -0.1 -0.6 -0.3 -0.312
O -1.996971 -5.446859 -1.255156 -1.0 1.3 -0.8 -0.260
C -0.843809 -5.386731 -0.396166 0.4 0.1 0.2 -0.271
C -1.048844 -6.411541 0.696980 0.0 0.2 -0.3 -0.050
C -0.905549 -4.024914 -3.140360 -2.1 -0.8 1.0 -0.091
H -0.688381 -4.371549 -0.024701 -0.3 0.0 0.2 0.099
H 0.051920 -5.648243 -0.967705 -0.1 0.0 -0.2 0.111
H -2.067562 -6.359926 1.076450 0.1 0.1 0.1 0.074
H -0.336390 -6.195611 1.492651 0.0 -0.3 0.1 0.060
H -0.870148 -7.393705 0.260229 0.0 -0.1 0.3 0.083
H -0.087347 -3.935908 -2.430301 -0.7 0.5 -0.2 0.003
H -0.909243 -3.296335 -3.944745 -0.2 0.2 0.2 0.075
H -0.850386 -5.044053 -3.520788 0.0 0.1 -0.3 0.075
O -2.826165 -1.023142 -5.713155 -1.0 0.6 -0.5 -0.286
S -4.229397 -0.725282 -5.564582 -0.6 -2.3 0.2 0.631
O -4.683254 0.620287 -5.346697 0.2 -0.1 0.3 -0.299
O -5.038999 -1.273704 -6.875810 1.4 0.5 0.8 -0.253
C -6.457580 -1.373664 -6.784601 -0.8 -0.5 -0.8 -0.291
C -6.974569 -1.516165 -8.202442 -0.3 0.2 -0.6 -0.070
C -4.858351 -1.876481 -4.284944 0.0 1.8 -0.3 -0.091
H -6.946375 -0.517427 -6.316044 0.4 0.2 0.1 0.108
H -6.738692 -2.271458 -6.229209 0.2 0.0 0.2 0.118
H -6.584390 -2.367929 -8.760045 0.1 -0.2 0.4 0.082
H -6.745772 -0.660412 -8.839847 0.1 0.2 0.3 0.081
H -8.062085 -1.612308 -8.194653 0.0 0.0 0.1 0.081
H -4.186993 -1.705366 -3.444742 0.0 -0.3 0.1 0.047
H -4.897217 -2.912040 -4.606108 0.3 0.1 -0.2 0.076
H -5.838762 -1.483798 -4.017649 -0.1 -0.2 0.1 0.055
O 5.649940 2.384193 -3.176856 -0.9 -0.7 0.1 -0.286
S 4.629702 1.383144 -3.391932 -1.0 0.4 1.1 0.627
O 4.926129 -0.017369 -3.244059 0.4 0.4 -0.4 -0.285
O 3.381643 1.683552 -2.384972 3.0 0.5 -1.5 -0.285
C 2.362467 0.664808 -2.268222 -0.1 1.8 0.1 -0.207
C 1.025054 1.397168 -2.534952 7.4 1.9 0.0 -0.087
C 3.832343 1.740386 -4.940914 -0.5 0.4 0.4 -0.105
H 2.334653 0.339396 -1.227808 2.4 1.3 -1.7 0.065
H 2.552012 -0.197115 -2.904297 0.1 0.2 -0.1 0.097
H 0.206690 0.738088 -2.819335 10.2 2.8 3.6 -0.129
H 1.192117 2.112039 -3.341920 0.0 -0.3 -0.1 0.099
H 0.723054 1.976093 -1.663861 0.3 0.0 -0.1 0.083
H 3.037348 1.014244 -5.104200 0.3 -0.3 -0.2 0.074
H 4.531477 1.870495 -5.760910 0.1 -0.4 0.1 0.075
H 3.317786 2.684528 -4.758165 0.2 0.1 0.0 0.071
O -4.073054 -4.409254 0.864645 -0.2 0.1 1.7 -0.267
S -3.859685 -3.646447 2.072272 2.2 0.8 -0.6 0.646
O -4.676186 -3.672270 3.263282 0.0 -0.3 -1.0 -0.288
O -2.322005 -3.974625 2.551831 -1.3 -0.2 -0.7 -0.300
C -1.877619 -3.579315 3.882101 -0.3 -0.7 -1.4 -0.235
C -0.557771 -4.309040 4.003016 -0.4 0.5 0.7 -0.068
C -3.603916 -1.948282 1.529499 -0.6 -0.8 0.4 -0.109
H -2.665620 -3.900336 4.561327 0.3 0.3 0.4 0.114
H -1.735435 -2.496559 3.834999 -0.1 0.0 0.5 0.109
H -0.166024 -4.091784 4.999046 0.4 -0.1 -0.1 0.076
H 0.105263 -3.951289 3.219955 0.1 0.0 0.1 0.061
H -0.681035 -5.385475 3.899375 -0.1 0.0 0.0 0.091
H -2.758471 -1.875210 0.852247 -0.1 -0.3 0.0 0.047
H -3.443933 -1.356261 2.428090 -0.2 0.2 -0.1 0.044
H -4.528927 -1.760019 0.985226 0.1 0.6 0.1 0.059
O -6.359060 1.238614 -0.072496 0.9 -0.8 -1.1 -0.301
S -5.679142 0.640048 -1.218575 0.1 0.9 0.1 0.642
O -4.910265 -0.576464 -1.102675 -0.9 0.9 -0.1 -0.279
O -6.792777 0.384485 -2.358791 0.6 -0.3 0.2 -0.275
C -7.795647 1.414631 -2.572313 0.4 0.8 0.5 -0.251
C -8.170738 1.469082 -4.021253 -0.3 -1.2 -0.9 -0.065
C -4.609335 1.918005 -2.011699 -1.4 -0.8 0.4 -0.074
H -7.353941 2.358249 -2.247133 -0.2 0.1 0.0 0.107
H -8.642207 1.205712 -1.921227 0.0 -0.1 -0.1 0.127
H -9.110737 1.979154 -4.228614 0.1 0.4 0.4 0.085
H -8.372951 0.446436 -4.359550 0.0 -0.1 0.1 0.077
H -7.401905 1.824938 -4.706806 0.2 0.3 0.3 0.078
H -4.634157 1.706338 -3.078508 0.2 -0.2 0.0 0.033
H -3.625837 1.836813 -1.557798 0.0 0.1 0.0 0.052
H -5.107037 2.866064 -1.820243 0.3 0.1 0.1 0.071
O 4.291859 5.408732 1.398454 7.8 8.5 -9.0 -0.272
S 5.259979 4.420010 1.061208 2.7 1.4 -2.1 0.705
O 6.522464 4.427970 1.755689 -0.5 -0.6 -0.2 -0.245
O 4.550965 2.938734 1.177681 7.0 1.3 0.7 -0.473
C 5.418730 1.816724 1.020617 0.4 -1.8 0.7 -0.170
C 4.516427 0.589380 0.962855 1.5 0.6 -1.1 -0.112
C 5.540956 4.473652 -0.704541 0.8 0.1 0.4 -0.091
H 6.090223 1.649217 1.865889 0.1 0.9 0.1 0.126
H 6.026516 1.887354 0.117174 -0.1 0.2 -0.1 0.127
H 4.048281 0.605951 -0.021351 0.4 0.0 0.3 0.070
H 3.737588 0.559325 1.724681 1.5 -0.1 -0.8 0.034
H 5.093211 -0.332618 1.048441 0.4 0.5 -0.6 0.091
H 5.703052 5.516684 -0.972471 -0.2 0.0 0.1 0.085
H 4.727109 4.044864 -1.279177 0.3 -0.1 0.0 0.052
H 6.492682 3.963492 -0.840427 -0.2 -0.2 -0.3 0.073
O 0.811777 -2.284776 0.478334 0.6 0.9 0.0 -0.272
S 1.387338 -0.950923 0.431398 -2.1 -0.3 0.4 0.688
O 2.803552 -0.745956 0.537012 -2.6 -2.0 -0.6 -0.315
O 0.936149 -0.228498 -0.953876 -2.7 -2.8 2.7 -0.365
C -0.351456 -0.541309 -1.510992 -1.7 -0.8 0.9 -0.139
C -0.945669 0.509471 -2.417511 -7.3 -1.7 0.4 -0.112
C 0.544852 0.092800 1.634524 0.1 -0.3 -0.6 -0.061
H -1.028617 -0.582837 -0.654950 -0.3 -0.7 -0.3 0.123
H -0.309571 -1.454673 -2.100098 0.2 -0.3 0.6 0.122
H -0.328091 0.605616 -3.312159 -8.1 -1.9 -4.8 0.099
H -1.080506 1.460349 -1.895077 0.1 -0.1 -0.6 0.113
H -1.950018 0.253690 -2.757531 -0.7 -1.0 0.6 0.111
H 0.502915 1.107589 1.245075 0.2 0.1 0.1 0.063
H 1.129303 0.063230 2.550415 -0.1 0.0 0.1 0.063
H -0.476351 -0.268371 1.737945 0.1 -0.1 0.1 0.062
O 2.090221 -2.279764 -3.515503 -0.1 0.2 0.1 -0.277
S 2.536196 -3.486763 -2.882467 1.4 -1.0 0.6 0.663
O 1.574283 -4.556249 -2.767324 2.1 0.1 -0.1 -0.308
O 3.836715 -4.068480 -3.669637 -1.3 -0.3 -0.5 -0.244
C 4.793105 -3.044072 -3.972151 0.9 1.2 0.3 -0.302
C 5.863343 -3.412059 -4.997557 -2.2 -1.0 -0.5 -0.045
C 3.352443 -3.198284 -1.255493 -1.2 -0.6 -1.8 -0.075
H 5.256773 -2.804387 -3.012562 0.2 0.3 -0.1 0.106
H 4.262319 -2.165487 -4.335863 0.0 0.0 0.2 0.090
H 6.268595 -4.393816 -4.759761 0.8 0.4 0.1 0.081
H 6.503537 -2.563971 -5.219181 0.5 -0.2 0.6 0.084
H 5.315085 -3.582265 -5.930777 0.1 0.0 -0.1 0.079
H 2.494239 -3.229232 -0.588776 0.4 0.3 0.4 0.032
H 3.920445 -2.277782 -1.347839 -0.2 0.1 0.4 0.069
H 3.988846 -4.071628 -1.145022 0.0 0.0 0.2 0.080
O 2.993087 1.895788 2.352002 -2.8 0.6 2.1 -0.322
S 2.523169 3.174385 1.883468 -0.7 0.8 0.4 0.718
O 1.191607 3.621117 2.181374 -0.5 -0.4 -0.2 -0.263
O 3.514745 4.382635 2.361474 -10.0 -8.8 9.2 -0.464
C 3.579606 4.574575 3.772572 -0.2 -0.8 1.4 -0.212
C 4.759779 5.469452 4.107469 0.7 -0.4 -0.3 -0.055
C 2.826269 3.256599 0.098343 -2.8 0.3 -1.5 -0.090
H 3.794502 3.589990 4.201979 -0.2 0.0 0.3 0.121
H 2.614420 4.926814 4.141406 0.1 0.1 0.0 0.124
H 4.821703 6.322325 3.433809 -0.1 0.2 0.4 0.082
H 5.668949 4.880509 3.959557 0.0 0.2 -0.3 0.069
H 4.838084 5.734236 5.160726 -0.7 0.2 0.0 0.086
H 3.221310 4.244882 -0.138183 -0.5 -0.2 0.1 0.068
H 1.884138 3.194720 -0.445779 -0.4 0.0 0.4 0.062
H 3.506362 2.500540 -0.285130 -1.2 0.2 -0.1 0.064
O -3.186887 3.790887 2.007409 -0.3 -0.9 0.1 -0.272
S -2.971966 2.374772 2.162675 -0.4 0.4 0.5 0.615
O -2.488899 1.634585 1.022597 0.3 0.0 0.9 -0.300
O -1.955507 2.200302 3.417773 -1.0 -0.3 -2.0 -0.260
C -2.308903 2.812194 4.650448 1.1 -0.3 2.0 -0.278
C -0.983319 2.832369 5.405397 -0.3 0.0 0.5 -0.055
C -4.473042 1.531895 2.778341 0.8 1.6 0.1 -0.080
H -3.001568 2.192147 5.230160 -0.1 -0.3 -0.4 0.115
H -2.750787 3.808750 4.686500 0.1 0.1 -1.1 0.128
H -0.506553 1.855287 5.451817 -0.2 -0.1 -0.3 0.047
H -1.183389 3.054133 6.454831 0.2 0.4 -0.1 0.075
H -0.272786 3.523805 4.955873 -0.1 0.1 0.1 0.085
H -4.258806 0.507476 3.062487 -0.1 -0.1 -0.5 0.055
H -5.209166 1.748433 2.006627 -0.1 -0.7 -0.1 0.050
H -4.782538 2.081806 3.667787 0.1 0.0 0.0 0.063
C 0.923091 -0.545157 5.929051 -0.6 -0.4 -0.1 -0.060
C -0.171631 -0.866341 6.956515 1.2 -1.4 -1.2 -0.188
O 0.226908 -0.608701 8.306638 -0.1 0.2 0.5 0.040
C 0.378606 0.642929 8.734196 -1.1 -0.6 -0.7 -0.371
O 0.108769 1.617236 8.095016 0.4 0.2 0.4 0.165
C 0.795203 0.665925 10.227735 0.3 0.3 -1.0 -0.559
F 1.424430 -0.445701 10.596880 -0.1 0.1 0.2 0.179
F 1.616663 1.702844 10.375237 0.1 0.1 0.4 0.172
F -0.284188 0.850298 10.983195 0.0 -0.1 0.2 0.183
H 1.125622 0.520309 5.866130 0.2 -0.1 -0.2 0.066
H 0.540152 -0.945833 4.984634 -0.2 0.5 -0.2 0.070
H 1.830678 -1.140107 6.035920 0.1 0.3 0.6 0.080
H -0.254735 -1.954158 6.929596 -0.1 0.0 0.3 0.116
H -1.148554 -0.544232 6.596144 0.0 0.9 0.8 0.126
C -2.223066 2.676368 -4.792734 -0.5 -0.7 -0.3 -0.048
C -1.868568 4.129693 -4.589160 0.7 -0.9 -1.3 -0.185
O -1.754035 4.473460 -3.219031 -0.8 0.5 1.2 0.047
C -0.579532 4.348924 -2.624872 0.1 -0.1 -1.4 -0.370
O 0.398639 3.919386 -3.171741 0.0 1.0 0.5 0.128
C -0.593088 4.780236 -1.151290 -0.6 0.2 0.6 -0.539
F -0.661608 3.675891 -0.398110 0.4 -0.2 0.0 0.154
F 0.504732 5.468685 -0.855983 0.1 -0.2 -0.1 0.187
F -1.644930 5.525089 -0.807521 0.0 0.1 -0.4 0.178
H -2.403340 2.385461 -5.831049 0.0 0.7 -0.2 0.092
H -3.185207 2.454310 -4.334150 0.3 -0.2 0.3 0.047
H -1.444853 1.961312 -4.527578 -0.1 0.3 0.6 0.072
H -2.657103 4.732408 -5.034233 0.2 0.3 0.3 0.132
H -0.903061 4.294203 -5.069900 -0.1 0.4 -0.1 0.125
C 4.334810 -0.362670 4.068973 -0.3 -0.4 -0.2 -0.038
C 4.596722 -1.604160 3.215574 0.8 1.0 -0.2 -0.193
O 3.629096 -2.641170 3.337301 -0.9 -0.5 1.4 0.044
C 3.751950 -3.658739 2.503761 1.0 1.0 0.5 -0.391
O 4.491707 -3.652675 1.569754 0.1 -0.8 -0.7 0.173
C 2.886121 -4.846440 2.930334 -0.6 -1.0 0.0 -0.530
F 2.313836 -4.677841 4.119378 0.0 0.3 0.1 0.161
F 1.925727 -5.014118 2.012862 -0.1 0.1 -0.2 0.154
F 3.546187 -6.012071 3.010476 0.4 0.5 -0.3 0.171
H 4.534097 -0.518799 5.129604 -0.2 -0.3 0.0 0.083
H 3.341892 0.060625 3.932640 0.0 0.0 0.0 0.058
H 5.062515 0.384958 3.750796 -0.1 0.1 -0.1 0.082
H 5.570081 -1.949581 3.572866 0.0 -0.6 -0.4 0.141
H 4.631276 -1.370979 2.151351 0.2 -0.1 0.7 0.069
```
Forces are in eV/Å.

## Properties
HOMO-LUMO gap = 7.99 eV
E = -251592.063 eV
largest force on an atom = 16.2 eV Å⁻¹
energy relative to the best compared isomer or geometry (same formula, charge and spin) = 12.860 eV
LUMO = 0.2 eV